ORCA calculation (wB97M-V/def2-TZVPD) on one molecule with the formula C5H12NO2.

CARTESIAN COORDINATES (ANGSTROEM)
C1 0.3196 -0.9699 -2.5679
O1 -0.8302 -0.4709 -2.9879
C2 0.5297 -0.2906 -1.0929
C3 -0.4548 -0.5065 0.0728
C4 -0.0311 0.4173 1.2846
C5 -1.3410 1.1271 1.8603
O2 -0.7565 1.9450 2.9596
N1 1.8496 -0.8852 -0.8092
H1 1.1078 -0.4748 -3.2231
H2 0.4602 -2.0092 -2.6018
H3 0.6879 0.7895 -1.4449
H4 -1.3061 -0.1166 -0.3907
H5 -0.4704 -1.6059 0.4841
H6 0.5689 -0.2127 1.9305
H7 0.7389 1.0974 0.9782
H8 -2.0223 1.6055 1.1154
H9 -1.9985 0.4945 2.4624
H10 -1.3276 2.7507 3.2260
H11 2.0501 -1.1299 0.1327
H12 2.2256 -1.5548 -1.3883

Results
HOMO-LUMO gap (spin up / spin down) = 9.992 / 7.947 eV
energy = -10960.306 eV
2S+1 = 2
highest occupied orbital energy (spin up / spin down) = -9.10 / -9.16 eV
LUMO (spin up / spin down) = 0.89 / -1.22 eV
energy above the lowest of the compared OMol25 structures with the same formula, charge and spin = 3.065 eV

natural (NBO) population analysis, charges in e, atoms 1 to 4: atom 1 (C): -0.10, atom 2 (O): -0.33, atom 3 (C): 0.00, atom 4 (C): -0.43


ORCA calculation (wB97M-V/def2-TZVPD) on C17H31BaCl3O2P2 as an isolated structure.

CARTESIAN COORDINATES (ANGSTROEM)
P1 -1.5204 -0.3245 -2.0561
P2 3.0901 -1.3300 -1.6270
C1 0.3502 -0.3820 -2.0779
C2 1.3026 -1.6016 -2.3028
H1 0.6073 0.0680 -1.0820
H2 0.6490 0.3828 -2.8238
H3 0.9050 -2.5763 -1.9109
H4 1.4505 -1.7702 -3.3709
C3 4.1912 -1.4355 -3.1085
H5 4.3724 -0.4564 -3.4970
H6 3.8250 -2.0420 -3.9196
H7 5.1558 -1.8087 -2.7925
C4 3.3228 -3.0023 -0.9119
H8 4.2765 -3.3390 -1.3822
H9 2.6066 -3.8332 -1.1143
H10 3.4830 -2.9556 0.1766
C5 -2.1201 -0.5293 -3.7890
H11 -2.8477 0.2778 -3.9541
H12 -2.6402 -1.4837 -3.9840
H13 -1.3046 -0.4431 -4.5357
C6 -2.3768 -1.5328 -0.9861
H14 -1.7148 -2.1441 -0.3233
H15 -3.0489 -2.2298 -1.5307
H16 -3.0036 -0.9359 -0.3044
Ba1 0.4018 -4.4737 -0.0297
C7 1.4872 -6.0060 -2.0498
C8 2.2294 -5.1329 -2.7687
C9 1.8233 -4.3848 -3.9922
C10 0.2813 -4.3055 -4.2464
C11 -0.5269 -3.9300 -3.0332
C12 -1.0867 -4.7183 -2.0787
C13 -1.0358 -6.2291 -2.0199
C14 0.3063 -6.7748 -2.5607
C15 -2.3265 1.2507 -1.5728
H17 1.8721 -6.4107 -1.0670
H18 3.3157 -5.0945 -2.5981
H19 2.3388 -4.7791 -4.8883
H20 2.2154 -3.3667 -3.9402
H21 0.1455 -3.4853 -4.9656
H22 -0.0523 -5.2213 -4.7799
H23 -0.9364 -2.9107 -3.1157
H24 -1.9113 -4.2782 -1.4687
H25 -1.8554 -6.5605 -2.6748
H26 -1.2853 -6.6267 -0.9971
H27 0.4193 -7.8126 -2.2036
H28 0.2832 -6.8042 -3.6549
H29 -3.1175 1.1049 -0.8232
H30 -2.7999 1.7549 -2.4200
H31 -1.5608 1.9129 -1.1491
Cl1 1.4615 1.4199 2.9730
C16 0.1036 0.3615 2.4548
Cl2 -0.5907 -0.4530 3.8488
Cl3 -1.1970 1.4515 1.7350
C17 0.6459 -0.7063 1.3415
O1 1.3931 -0.1818 0.4843
O2 0.2674 -1.9255 1.3839

Results
HOMO-LUMO gap (spin up / spin down) = 3.266 / 3.269 eV
energy = -79058.513 eV
highest occupied orbital energy (spin up / spin down) = -3.16 / -3.16 eV
LUMO (spin up / spin down) = 0.11 / 0.11 eV

Löwdin population analysis, charges in e, atoms 1 to 4: atom 1 (P): 0.94, atom 2 (P): 0.94, atom 3 (C): -0.31, atom 4 (C): -0.39


ORCA calculation (wB97M-V/def2-TZVPD) on CH4N3O5S3 as an isolated structure.

CARTESIAN COORDINATES (ANGSTROEM)
C1 -1.7898 -0.8749 -0.0142
N1 -2.5888 -1.9434 0.0174
N2 -0.4729 -1.0174 0.5077
N3 0.4054 0.0542 0.4255
O1 1.2992 1.7744 -1.0810
O2 -2.2301 0.2154 -0.3109
O3 -0.0509 -0.0225 -2.1394
O4 3.6906 0.4397 -1.1344
O5 3.0791 1.8060 0.8400
S1 0.0529 1.3628 1.5643
S2 -0.0112 0.9608 -1.0780
S3 3.1708 1.7080 -0.6370
H1 -2.2427 -2.8876 0.4140
H2 -3.5681 -1.8116 0.1649
H3 -0.0951 -1.5734 1.1835
H4 1.3517 1.8096 1.2778

Results
HOMO-LUMO gap = 7.471 eV
energy = -48314.897 eV
highest occupied orbital energy = -4.47 eV
total charge = -1
LUMO = 3.00 eV
energy above the lowest of the compared OMol25 structures with the same formula, charge and spin = 0.738 eV

natural (NBO) population analysis, charges in e, atoms 1 to 4: atom 1 (C): 0.77, atom 2 (N): -0.83, atom 3 (N): -0.52, atom 4 (N): -0.57


ORCA calculation (wB97M-V/def2-TZVPD) on C12H10F9NORu as an isolated structure.

CARTESIAN COORDINATES (ANGSTROEM)
C1 -1.1633 1.3973 -2.5617
C2 -0.7595 0.0352 -2.5634
C3 0.5822 -0.0211 -2.1458
C4 0.9919 1.3097 -1.7529
C5 -0.0970 2.1967 -2.0116
Ru1 -0.6015 1.1443 -0.3566
C6 -2.4659 -0.8575 -0.2710
C7 -3.9963 -0.8954 -0.1179
C8 -4.9776 -0.0174 0.1564
N1 -0.3119 2.2747 1.0550
H1 1.2321 -0.8465 -2.1847
H2 -1.2585 -0.8003 -3.0264
H3 2.0004 1.6013 -1.5571
H4 -0.0580 3.2629 -1.8957
H5 -2.0505 1.7992 -3.0211
H6 -2.3615 -1.3519 -1.3167
H7 -1.3682 2.1819 0.7846
H8 -1.8197 -1.4829 0.4267
H9 -5.8847 -0.5585 -0.1276
H10 -5.3527 0.9759 0.6533
F1 2.9533 1.2803 0.4628
C9 2.5100 0.7113 1.6234
F2 3.5910 0.5331 2.4275
F3 1.6938 1.6209 2.1939
C10 1.7360 -0.7140 1.3268
O1 0.6963 -0.6118 0.5083
C11 2.7787 -1.6559 0.5222
F4 3.8848 -1.9368 1.2540
F5 2.1896 -2.8172 0.1490
F6 3.1630 -1.0404 -0.6361
C12 1.2556 -1.5055 2.7066
F7 2.2961 -1.8065 3.5345
F8 0.3563 -0.7476 3.3813
F9 0.6155 -2.6576 2.3801

Results
HOMO-LUMO gap (spin up / spin down) = 6.170 / 6.306 eV
energy = -43174.538 eV
2S+1 = 6
highest occupied orbital energy (spin up / spin down) = -2.88 / -4.92 eV
total charge = -1
LUMO (spin up / spin down) = 3.29 / 1.39 eV

natural (NBO) population analysis, charges in e, atoms 1 to 4: atom 1 (C): -0.30, atom 2 (C): -0.24, atom 3 (C): -0.22, atom 4 (C): -0.31


ORCA calculation (wB97M-V/def2-TZVPD) on H6O11S2Zn as an isolated structure.

CARTESIAN COORDINATES (ANGSTROEM)
Zn1 -4.1043 1.1910 12.3344
S1 -4.8213 2.3437 9.9802
O1 -6.1666 2.7314 9.5351
O2 -3.8087 2.6216 8.9726
O3 -4.5607 2.9996 11.3395
O4 -4.7525 0.8721 10.3775
S2 -1.7257 1.9455 13.2963
O5 -2.0447 1.2679 11.9754
O6 -3.0231 1.7330 14.0677
O7 -0.6196 1.2791 14.0018
O8 -1.4533 3.3772 13.0851
O9 -3.9288 -0.9191 12.3695
H1 -4.5359 -1.6545 12.2780
H2 -3.0517 -1.2631 12.5655
O10 -5.9662 1.1302 13.2790
H3 -5.9734 0.5987 14.0793
H4 -6.8747 1.2677 13.0020
O11 -3.9278 4.9327 13.1723
H5 -4.3064 4.3693 12.4788
H6 -3.0683 4.4939 13.2676

Results
HOMO-LUMO gap = 5.916 eV
energy = -92712.141 eV
highest occupied orbital energy = -1.91 eV
total charge = -2
LUMO = 4.01 eV
energy above the lowest of the compared OMol25 structures with the same formula, charge and spin = 0.000 eV

natural (NBO) population analysis, charges in e, atoms 1 to 4: atom 1 (Zn): 1.74, atom 2 (S): 2.57, atom 3 (O): -1.07, atom 4 (O): -1.03


ORCA calculation (wB97M-V/def2-TZVPD) on a 2-piece molecular cluster, C3H13N4 overall.

CARTESIAN COORDINATES (ANGSTROEM)
N1 1.4467 -2.3980 -1.6977
C1 2.1148 -1.3410 -0.9562
N2 1.2709 -0.3953 -0.1812
H1 0.8499 -2.8971 -1.0431
H2 0.8127 -2.0250 -2.3996
H3 2.7151 -1.8560 -0.2055
H4 2.7892 -0.7634 -1.5819
H5 0.6597 0.0612 -0.8569
H6 0.6464 -0.9809 0.3692
C2 -2.2846 -0.2260 0.0081
N3 -0.1611 2.4108 1.4366
C3 -0.8129 1.6315 0.6056
N4 -1.5848 0.6431 0.9582
H7 -1.8811 -1.2340 0.0462
H8 -2.1342 0.1730 -0.9916
H9 -3.3457 -0.2345 0.2398
H10 -0.1127 2.2359 2.4293
H11 0.4761 3.0873 1.0471
H12 -0.7711 1.9134 -0.4398
H13 -1.5978 0.3763 1.9343

Results
HOMO-LUMO gap = 8.926 eV
energy = -9275.843 eV
highest occupied orbital energy = -12.43 eV
total charge = +1
LUMO = -3.51 eV
energy above the lowest of the compared OMol25 structures with the same formula, charge and spin = 1.701 eV

natural (NBO) population analysis, charges in e, atoms 1 to 4: atom 1 (N): -0.81, atom 2 (C): -0.07, atom 3 (N): -0.84, atom 4 (H): 0.34


ORCA calculation (wB97M-V/def2-TZVPD) on a 2-piece molecular cluster, C2H4ClF overall.

CARTESIAN COORDINATES (ANGSTROEM)
C1 -0.3680 -0.5574 0.9076
C2 0.4622 0.7487 -0.7458
F1 -1.0114 -1.6707 0.3075
Cl1 -0.6788 0.5760 -1.9714
H1 -1.1278 -0.2862 1.5381
H2 0.6011 -0.9745 1.3145
H3 0.6745 1.8255 -0.4002
H4 1.4484 0.3387 -0.9503

Results
HOMO-LUMO gap = 9.934 eV
energy = -17375.419 eV
highest occupied orbital energy = -9.33 eV
LUMO = 0.60 eV
energy above the lowest of the compared OMol25 structures with the same formula, charge and spin = 3.501 eV

natural (NBO) population analysis, charges in e, atoms 1 to 4: atom 1 (C): 0.07, atom 2 (C): -0.45, atom 3 (F): -0.38, atom 4 (Cl): 0.03


ORCA calculation (wB97M-V/def2-TZVPD) on a 3-piece molecular cluster, C2H10NO2S overall.

CARTESIAN COORDINATES (ANGSTROEM)
C1 -1.4021 -0.0115 0.2861
C2 -2.8573 0.2835 -0.0800
S1 -3.1326 1.9258 -0.8528
N1 -0.4945 0.0103 -0.8791
H1 -1.0719 0.7217 1.0202
H2 -1.2942 -1.0160 0.7173
H3 -3.2035 -0.4492 -0.8141
H4 -3.4847 0.2030 0.8102
H5 -0.5844 -0.8454 -1.4019
H6 -0.6962 0.8739 -1.3650
H7 4.0686 1.0425 1.6381
H8 4.1551 0.4008 0.2643
O1 4.6334 1.0345 0.8457
H9 1.0336 -1.0947 -0.0071
H10 2.5829 -1.3175 -0.2043
O2 1.7480 -1.7618 0.0225

Results
HOMO-LUMO gap (spin up / spin down) = 2.651 / 6.317 eV
energy = -18654.274 eV
2S+1 = 2
highest occupied orbital energy (spin up / spin down) = 3.20 / -0.47 eV
total charge = -2
LUMO (spin up / spin down) = 5.85 / 5.85 eV
energy above the lowest of the compared OMol25 structures with the same formula, charge and spin = 0.000 eV

natural (NBO) population analysis, charges in e, atoms 1 to 4: atom 1 (C): -0.25, atom 2 (C): -0.53, atom 3 (S): -0.76, atom 4 (N): -0.89


ORCA calculation (wB97M-V/def2-TZVPD) on C12H36BeNO15 as an isolated structure.

CARTESIAN COORDINATES (ANGSTROEM)
Be1 -3.8049 -0.9802 -5.3879
N1 -1.1417 -0.2544 -0.3014
O1 -1.8727 -0.2543 0.6850
O2 0.0814 -0.0030 -0.0984
O3 -1.6295 -0.4027 -1.4958
C1 3.2419 4.8785 -4.4155
C2 3.2751 3.8768 -3.2376
O4 2.0324 3.1550 -3.3155
O5 3.6940 4.2545 -5.5713
H1 3.9272 5.6861 -4.1581
H2 2.2923 5.4006 -4.5333
H3 3.3164 4.3572 -2.2600
H4 4.1936 3.2919 -3.2880
H5 1.9133 2.7593 -2.4491
H6 2.9900 3.6286 -5.7564
C3 6.2368 -2.0328 2.2356
C4 4.9627 -2.8501 2.4908
O6 3.9236 -1.9280 2.7647
O7 6.1804 -1.1974 1.1270
H7 7.0224 -2.7861 2.1757
H8 6.5156 -1.4544 3.1164
H9 5.1600 -3.5228 3.3255
H10 4.8587 -3.3696 1.5382
H11 3.7116 -1.3534 2.0255
H12 6.8324 -0.5268 1.3433
C5 0.0562 1.0932 7.9063
C6 0.0411 0.4931 6.5779
O8 -0.7758 1.2648 5.6717
O9 1.0374 2.1329 7.9787
H13 0.3707 0.4954 8.7617
H14 -0.9317 1.4377 8.2121
H15 -0.4630 -0.4732 6.5634
H16 1.0623 0.4082 6.2065
H17 -0.9263 0.7219 4.8944
H18 1.8981 1.7234 8.0931
C7 3.4108 -5.4178 -3.5757
C8 2.3035 -4.5178 -2.9752
O10 2.6401 -3.1250 -3.2124
O11 3.4270 -5.3845 -5.0013
H19 3.2894 -6.4307 -3.1919
H20 4.3554 -5.1259 -3.1168
H21 2.2604 -4.6036 -1.8894
H22 1.3512 -4.7403 -3.4564
H23 2.3410 -2.6607 -2.4272
H24 3.9408 -4.6085 -5.2368
C9 -8.2621 -1.8332 3.0114
C10 -6.8073 -1.5891 3.4136
O12 -6.0163 -2.1860 2.4194
O13 -8.5749 -0.9421 1.9131
H25 -8.9678 -1.5948 3.8072
H26 -8.4880 -2.8880 2.8551
H27 -6.6460 -2.0860 4.3702
H28 -6.4959 -0.5462 3.4740
H29 -5.2053 -1.7034 2.2437
H30 -9.5321 -0.9179 1.8433
C11 -2.9141 3.9558 -4.9802
C12 -3.7736 3.7215 -3.7365
O14 -4.5943 2.5908 -3.9470
O15 -2.0504 2.7809 -5.1371
H31 -2.3778 4.9034 -5.0326
H32 -3.5757 3.8693 -5.8422
H33 -4.4661 4.5503 -3.5897
H34 -3.2045 3.5147 -2.8302
H35 -5.2031 2.5416 -3.2063
H36 -1.4467 2.8034 -4.3910

Results
HOMO-LUMO gap = 1.565 eV
energy = -45607.049 eV
highest occupied orbital energy = -11.72 eV
total charge = +1
LUMO = -10.16 eV
energy above the lowest of the compared OMol25 structures with the same formula, charge and spin = 9.357 eV

natural (NBO) population analysis, charges in e, atoms 1 to 4: atom 1 (Be): 0.75, atom 2 (N): 0.68, atom 3 (O): -0.23, atom 4 (O): -0.25


ORCA calculation (wB97M-V/def2-TZVPD) on a 2-piece molecular cluster, C5H11NO overall.

CARTESIAN COORDINATES (ANGSTROEM)
C1 -0.0766 0.9959 -1.5751
C2 0.1846 1.4559 -0.1452
C3 -1.0233 1.4182 0.7781
O1 1.2270 1.9734 0.1897
H1 0.8226 0.8471 -2.1818
H2 -0.6296 1.8053 -2.0571
H3 -0.7147 0.1108 -1.6632
H4 -1.4453 2.4275 0.7291
H5 -0.7752 1.2304 1.8303
H6 -1.7914 0.7126 0.4383
C4 1.5176 -1.1353 -0.2532
N1 0.8315 -0.9682 0.7949
C5 -0.2337 -1.9254 1.0787
H7 2.3139 -0.4262 -0.5159
H8 1.3550 -1.9692 -0.9502
H9 0.1581 -2.8824 1.4440
H10 -0.8803 -1.5284 1.8687
H11 -0.8402 -2.1422 0.1900

Results
HOMO-LUMO gap = 10.315 eV
energy = -8899.718 eV
SMILES = CC(C)=O.C=NC
highest occupied orbital energy = -9.39 eV
LUMO = 0.92 eV
energy above the lowest of the compared OMol25 structures with the same formula, charge and spin = 1.979 eV

natural (NBO) population analysis, charges in e, atoms 1 to 4: atom 1 (C): -0.73, atom 2 (C): 0.62, atom 3 (C): -0.73, atom 4 (O): -0.56


ORCA calculation (wB97M-V/def2-TZVPD) on a 2-piece molecular cluster, C4H5NO2 overall.

CARTESIAN COORDINATES (ANGSTROEM)
O1 -2.6597 0.8630 1.1765
C1 -1.7579 0.2368 0.6824
C2 -0.4686 0.8733 0.1902
C3 -0.0941 0.3522 -1.1765
O2 0.0751 -0.8261 -1.4007
H1 -1.8086 -0.8622 0.5533
H2 -0.5687 1.9603 0.2124
H3 0.3339 0.5660 0.8796
H4 0.0131 1.1009 -1.9860
C4 2.3163 -1.4435 0.2713
N1 2.4559 -0.6927 1.1366
H5 2.1634 -2.1280 -0.5390

Results
HOMO-LUMO gap = 10.546 eV
energy = -9812.432 eV
SMILES = O=CCC=O.C#N
highest occupied orbital energy = -10.11 eV
LUMO = 0.44 eV
energy above the lowest of the compared OMol25 structures with the same formula, charge and spin = 1.883 eV

natural (NBO) population analysis, charges in e, atoms 1 to 4: atom 1 (O): -0.50, atom 2 (C): 0.45, atom 3 (C): -0.64, atom 4 (C): 0.46


ORCA calculation (wB97M-V/def2-TZVPD) on a 7-piece molecular cluster, H14O7 overall.

CARTESIAN COORDINATES (ANGSTROEM)
O1 0.3090 0.0856 -0.0696
H1 -0.0584 0.2832 -0.9385
H2 -0.4377 -0.2697 0.4255
O2 -1.2982 -1.9495 2.0889
H3 -0.5046 -1.4844 1.8008
H4 -1.9725 -1.6765 1.4567
O3 0.1866 -2.6693 -0.6030
H5 0.8414 -2.0667 -0.2330
H6 -0.4676 -2.0867 -1.0050
O4 -3.4051 -1.0393 -1.5723
H7 -2.8491 -1.5998 -1.0194
H8 -4.0544 -1.6470 -1.9441
O5 -2.0401 3.5471 1.2941
H9 -1.1570 3.9331 1.3082
H10 -1.8965 2.6441 0.9893
O6 4.9251 -0.8108 0.3618
H11 4.3828 -1.4462 0.8425
H12 4.8227 0.0086 0.8590
O7 1.8840 2.5348 -1.4133
H13 1.5364 2.8404 -0.5679
H14 1.2531 2.8690 -2.0608

Results
HOMO-LUMO gap = 11.159 eV
energy = -14558.899 eV
SMILES = O.O.O.O.O.O.O
highest occupied orbital energy = -11.52 eV
LUMO = -0.36 eV
energy above the lowest of the compared OMol25 structures with the same formula, charge and spin = 2.562 eV

natural (NBO) population analysis, charges in e, atoms 1 to 4: atom 1 (O): -0.93, atom 2 (H): 0.48, atom 3 (H): 0.45, atom 4 (O): -0.91


no.,largest force on an atom (eV/A)
1,3.55
2,2.57
3,4.96
4,6.60
5,1.95
6,0.81
7,5.47
8,1.59
9,3.38
10,0.54
11,1.16
12,0.46